[1]
C39H43Cl6FeN3O2P2 | wB97M-V/def2-TZVPD

Cartesian coordinates (Å):
Fe 1.48399 0.06433 -0.31724
N 3.20676 0.03904 1.21857
N 3.96766 -1.09875 0.87550
C 3.79013 -1.62297 -0.43602
O 4.63282 -2.40101 -0.84296
O 2.71164 -1.25756 -1.03213
H 3.68764 0.90773 0.99801
H 3.00595 0.01516 2.21128
H 4.94172 -1.07684 1.14333
Cl 1.47643 3.04708 1.10502
C 2.17892 3.11992 -0.50101
C 2.46996 1.91565 -1.12817
C 3.20690 2.07224 -2.30675
Cl 3.90041 0.67745 -3.09287
C 3.45749 3.30905 -2.90404
Cl 4.28800 3.42663 -4.41073
C 3.02112 4.47628 -2.27892
Cl 3.27445 6.01241 -3.01234
C 2.40705 4.38501 -1.03543
Cl 1.92348 5.81640 -0.20399
Cl -2.99097 -4.57347 0.33716
C -1.28426 -4.34741 0.12822
C -0.46850 -5.39168 -0.26206
C 0.88516 -5.12829 -0.39602
C 1.35546 -3.84817 -0.14815
N 0.55936 -2.83956 0.21340
C -0.73566 -3.09577 0.35442
H -0.88106 -6.37361 -0.44999
H 1.57491 -5.90415 -0.69795
H 2.40920 -3.63093 -0.26414
H -1.36965 -2.27779 0.66345
C -2.64301 -0.31473 -3.99547
C -2.25564 -0.10071 -2.52824
C -2.68910 -1.32073 -1.71882
P -0.48473 0.39919 -2.20892
C 0.60205 -0.45788 -3.44199
C 0.66241 0.04065 -4.88288
C 0.41412 -1.97518 -3.36348
C -0.50563 2.20541 -2.66072
C -1.26418 2.63977 -3.91542
C -1.03987 3.01526 -1.47749
H -3.72490 -0.45850 -4.05909
H -2.17592 -1.21467 -4.39398
H -2.37880 0.51582 -4.64226
H -2.81912 0.76170 -2.14962
H -2.12944 -2.21121 -2.01123
H -3.74843 -1.52453 -1.89554
H -2.56134 -1.16359 -0.65034
H 1.58864 -0.26452 -3.01654
H -0.27135 -0.10754 -5.42531
H 1.44445 -0.51337 -5.40749
H 0.93493 1.09524 -4.93402
H -0.53558 -2.30024 -3.79079
H 0.47442 -2.33254 -2.33527
H 1.21522 -2.46349 -3.92168
H 0.55042 2.44696 -2.79814
H -2.33579 2.45738 -3.81476
H -0.91499 2.15300 -4.82275
H -1.13392 3.71708 -4.04642
H -2.12764 2.91287 -1.40481
H -0.82142 4.07716 -1.61292
H -0.60197 2.70744 -0.53073
C 0.32540 3.64602 5.07446
C 1.28694 2.65071 4.96221
C 1.08649 1.58775 4.09843
C -0.07453 1.49498 3.32751
C -1.03590 2.49063 3.45801
C -0.83635 3.55744 4.32577
P -0.17689 0.09462 2.13341
C -1.97772 -0.03140 1.82720
C -2.77141 -1.10477 2.22671
C -4.12107 -1.14219 1.90131
C -4.70161 -0.10120 1.19180
C -3.91909 0.96849 0.78062
C -2.56538 0.98960 1.07706
C 0.20381 -1.25693 3.31032
C -0.47537 -1.35356 4.52877
C -0.13380 -2.32798 5.44926
C 0.90901 -3.20793 5.17648
C 1.60623 -3.10344 3.98523
C 1.25424 -2.13119 3.05465
H 0.48052 4.48075 5.74523
H 2.19526 2.70084 5.54876
H 1.83959 0.80952 4.04091
H -1.95654 2.44566 2.89367
H -1.59790 4.32181 4.41178
H -2.33656 -1.92947 2.77602
H -4.71823 -1.99225 2.20542
H -5.75610 -0.12972 0.94974
H -4.35730 1.77923 0.21160
H -1.95672 1.80956 0.71611
H -1.26810 -0.65143 4.75976
H -0.67171 -2.39642 6.38609
H 1.18048 -3.96569 5.90031
H 2.42792 -3.77468 3.77007
H 1.80192 -2.06528 2.12498

Force components x, y, z for each atom (eV/Å):
0.132 0.379 0.088
-0.014 0.007 -0.009
0.000 -0.018 -0.056
0.051 0.073 0.107
-0.048 -0.039 -0.018
-0.165 -0.212 0.009
-0.002 -0.009 0.007
-0.032 -0.014 0.007
-0.003 -0.005 0.001
-0.055 -0.042 0.015
-0.054 0.008 -0.007
-0.058 -0.027 -0.003
-0.047 -0.034 -0.031
-0.027 -0.001 0.006
-0.005 0.039 0.006
0.004 -0.001 0.008
0.010 -0.015 0.003
0.004 0.005 0.001
-0.011 0.007 -0.011
0.002 0.005 0.003
-0.013 0.001 -0.012
0.012 0.010 0.008
0.015 -0.008 -0.001
-0.023 -0.024 0.007
0.032 0.029 -0.056
-0.060 -0.092 -0.125
0.044 -0.016 0.048
0.000 0.000 0.000
-0.004 -0.006 0.009
0.004 0.058 -0.027
0.007 -0.052 -0.066
0.006 -0.027 0.002
-0.003 -0.020 -0.004
-0.018 0.017 0.037
0.071 -0.029 -0.036
0.026 -0.017 -0.009
-0.010 0.014 -0.003
-0.010 -0.011 -0.004
-0.047 -0.021 -0.040
0.013 0.037 -0.022
0.016 0.038 -0.010
0.000 0.003 0.001
-0.011 0.000 -0.006
-0.003 -0.041 0.001
0.014 -0.007 0.014
0.011 0.003 0.021
0.007 -0.003 -0.007
0.027 0.011 0.018
0.034 -0.010 -0.007
-0.013 0.000 0.002
-0.007 -0.009 -0.004
0.006 -0.008 0.002
0.018 0.007 -0.007
-0.011 0.010 0.008
0.009 0.003 0.011
0.071 0.017 0.042
0.018 0.032 0.018
-0.019 0.009 0.009
0.010 -0.001 -0.001
0.018 -0.012 0.016
-0.010 0.000 -0.021
0.073 0.014 0.001
-0.013 0.001 -0.002
0.008 -0.015 -0.007
0.006 0.009 -0.015
0.039 0.023 -0.034
-0.019 0.009 0.006
0.015 0.005 0.018
0.004 -0.095 0.005
-0.007 -0.008 0.005
-0.027 0.064 0.043
-0.014 0.011 0.012
0.006 -0.025 0.011
0.022 -0.018 -0.040
0.013 -0.004 -0.040
-0.037 0.024 0.033
-0.022 -0.018 -0.013
-0.002 -0.002 0.004
-0.002 0.004 0.002
-0.004 0.008 -0.004
0.066 0.021 0.003
0.001 -0.001 -0.001
-0.004 0.002 0.000
-0.002 -0.006 -0.006
0.019 0.000 0.013
0.000 -0.001 0.003
-0.004 0.004 0.043
0.004 0.004 0.002
0.002 -0.002 -0.002
0.001 0.001 0.001
-0.021 -0.033 0.035
-0.010 -0.001 -0.005
0.001 0.001 -0.002
-0.004 0.000 -0.001
-0.002 0.004 0.002
0.005 0.029 -0.004

Properties
Charge: 0
Expectation value of S²: 6.012
HOMO-LUMO gap (spin up / spin down) in eV: 8.47 / 8.74
Lowest unoccupied orbital energy (spin up / spin down) in eV: 0.4 / 0.4
Spin multiplicity: 5
HOMO level (spin up / spin down) in eV: -8.05 / -8.33
Maximum force in eV/A: 0.41

[2]
C39H44As4NO6SW | wB97M-V/def2-TZVPD

Cartesian coordinates (Å):
W 0.84730 0.69831 -0.44080
O 4.34759 -1.82764 1.09712
As 3.86764 -0.18146 0.77260
O 4.38829 0.74231 1.97326
O 2.10631 -0.30892 0.65227
C 4.12555 -0.07771 -1.15564
C 4.42331 -1.22786 -1.86737
C 4.21845 -1.27758 -3.24234
C 3.69435 -0.19095 -3.91344
C 3.43346 0.98847 -3.22523
C 3.65952 1.04836 -1.85437
S 3.52638 2.57947 -0.97595
O 3.11895 3.57719 -1.91441
O 4.73362 2.75851 -0.24296
O 2.39343 2.16866 0.00080
H 3.96179 -2.46803 0.48986
H 4.83041 -2.09549 -1.36505
H 4.46710 -2.18013 -3.78410
H 3.52382 -0.24852 -4.98010
H 3.10207 1.88369 -3.73550
C 0.15591 -2.21187 -1.08746
C 0.68631 -0.94374 -1.77372
As -2.00806 0.69402 -1.12077
C -2.46929 -0.78861 -2.32975
C -2.01081 -0.87566 -3.64552
C -2.46596 -1.87180 -4.49491
C -3.40807 -2.79060 -4.05033
C -3.91006 -2.68531 -2.76250
C -3.44809 -1.68968 -1.91193
C -1.67434 1.99049 -2.52872
C -0.22374 2.15672 -2.86066
C 0.18817 3.62877 -3.02762
C -0.88620 4.53496 -3.54776
C -2.16758 4.17674 -3.50040
C -2.56277 2.93904 -2.83032
As -0.36407 -1.47613 0.63944
C 0.50233 -2.49738 2.02930
C 1.65770 -3.22430 1.78592
C 2.25330 -3.95434 2.80418
C 1.68650 -3.96084 4.06893
C 0.51322 -3.25813 4.30985
C -0.08237 -2.53186 3.29265
C -2.17597 -2.06782 0.96072
C -2.43303 -3.40752 0.68490
C -3.68913 -3.93569 0.93316
C -4.68848 -3.13077 1.46557
C -4.42704 -1.80093 1.75944
C -3.16900 -1.26807 1.50810
H 0.91195 -2.98709 -0.97482
H -0.70251 -2.64298 -1.59983
H 0.17704 -0.72808 -2.70926
H 1.76383 -1.02945 -2.00275
H -1.31633 -0.14306 -4.03693
H -2.09756 -1.91956 -5.51153
H -3.76581 -3.56487 -4.71597
H -4.67343 -3.37050 -2.41662
H -3.87957 -1.60498 -0.92452
H 0.21346 1.38526 -3.49537
H 1.13774 3.77686 -3.53773
H -0.58543 5.48933 -3.96050
H -2.93797 4.83593 -3.87862
H -3.58777 2.84577 -2.48717
H 2.08292 -3.23794 0.79132
H 3.16000 -4.51180 2.61141
H 2.15316 -4.52369 4.86606
H 0.05827 -3.28123 5.29118
H -1.01282 -2.01062 3.48167
H -1.65680 -4.04288 0.27312
H -3.88898 -4.97596 0.71285
H -5.67018 -3.54342 1.65668
H -5.20302 -1.17261 2.17637
H -2.98217 -0.22735 1.71494
C -1.87291 1.04976 3.69589
C -1.71009 1.95350 2.48121
As 0.08727 2.07050 1.73373
C 1.41068 1.74527 3.13049
C 1.50233 0.34771 3.72475
C 0.21186 3.99180 1.44920
C 0.30369 4.76583 2.76232
H -2.91822 1.01826 4.00652
H -1.28765 1.41607 4.53868
H -1.55635 0.02760 3.49034
H -1.96858 2.98190 2.73676
H -2.36022 1.67276 1.65208
H 1.19676 2.49051 3.89744
H 2.35555 2.01423 2.65159
H 0.63198 0.09407 4.32839
H 2.38505 0.30031 4.36242
H 1.62563 -0.41395 2.95814
H -0.67728 4.25797 0.87690
H 1.06476 4.18593 0.80630
H -0.43262 4.44217 3.50146
H 0.12914 5.82477 2.57464
H 1.29375 4.66730 3.20470
N 0.42431 3.71598 -1.54294
C 0.31445 2.45425 -1.40341

Force components x, y, z for each atom (eV/Å):
-0.340 0.755 0.525
-0.021 -0.037 -0.001
0.167 0.011 0.084
-0.003 0.045 -0.033
0.115 -0.278 0.007
-0.126 0.223 -0.111
0.044 -0.012 0.247
0.013 -0.087 -0.081
-0.046 0.076 -0.120
0.138 0.139 0.215
0.326 -0.335 -0.280
-0.161 -0.004 0.137
-0.050 -0.058 -0.038
-0.082 0.057 0.015
0.042 -0.439 -0.479
-0.016 0.021 0.035
0.001 0.010 0.003
0.004 -0.011 -0.004
-0.009 0.040 -0.001
0.004 0.006 -0.018
0.070 -0.038 0.066
0.044 -0.033 -0.135
0.089 0.078 0.013
-0.022 -0.051 0.054
-0.022 -0.007 -0.034
0.022 0.009 0.000
-0.002 0.007 0.030
0.001 -0.022 -0.036
0.001 0.025 -0.027
0.041 0.062 -0.018
-0.040 -0.061 -0.096
-0.029 -0.009 0.040
0.061 0.017 -0.029
-0.055 0.022 -0.032
-0.016 -0.075 0.028
0.005 -0.055 -0.154
-0.014 -0.065 0.011
-0.050 0.005 -0.028
-0.011 0.011 -0.007
0.023 -0.005 0.000
-0.020 -0.005 0.001
-0.010 -0.058 -0.040
-0.011 0.077 0.054
0.004 -0.020 0.001
0.022 -0.016 -0.012
-0.015 0.023 0.021
-0.005 -0.014 -0.008
0.013 -0.031 -0.041
0.019 0.004 -0.023
-0.044 0.037 0.021
0.015 -0.053 0.007
-0.024 0.022 0.032
-0.011 0.013 -0.002
-0.002 -0.004 -0.001
-0.007 -0.005 0.008
-0.001 -0.002 -0.005
-0.006 0.007 -0.003
-0.014 0.019 -0.030
0.012 0.001 0.013
0.007 0.001 0.005
-0.004 -0.003 0.002
-0.003 0.015 -0.007
0.011 -0.011 0.022
0.001 -0.004 0.000
-0.002 0.000 0.001
0.000 0.003 0.002
0.010 -0.012 0.013
-0.010 -0.010 0.002
0.005 0.000 -0.004
0.000 -0.002 0.000
-0.001 -0.001 0.003
-0.005 0.026 0.003
0.016 0.023 -0.017
-0.005 -0.007 0.002
-0.097 -0.096 -0.071
0.012 -0.023 -0.069
0.004 0.047 -0.002
-0.008 0.002 -0.012
0.022 -0.077 -0.032
-0.002 0.002 -0.006
0.006 -0.003 0.009
-0.004 0.018 0.027
0.010 0.010 0.001
-0.027 -0.018 0.007
0.000 0.001 0.019
0.017 0.006 0.017
0.033 0.000 -0.004
0.003 0.005 0.021
0.007 0.078 0.050
-0.010 0.007 0.005
0.006 0.001 -0.009
-0.013 0.016 0.000
0.014 0.006 -0.023
-0.008 0.021 0.024
-0.011 -0.043 -0.065
0.014 0.094 0.347

Properties
Charge: +1
HOMO-LUMO gap (spin up / spin down) in eV: 6.01 / 6.01
Lowest unoccupied orbital energy (spin up / spin down) in eV: -4.5 / -4.5
HOMO level (spin up / spin down) in eV: -10.55 / -10.55
Maximum force in eV/A: 0.98

Energy above the lowest of the compared OMol25 structures with the same formula, charge and spin: 1.1; 0.0 (kcal per mole)